[1]
# C32H39Cl2N2O5P3V

A structure of composition C32H39Cl2N2O5P3V (ωB97M-V/def2-TZVPD, the Open Molecules 2025 dataset).

Properties
HOMO (spin up / spin down) (eV): -7.49 / -7.64
Orbital gap (spin up / spin down) (eV): 7.9 / 7.8
Expectation value of S²: 3.771

Structure (ORCA input):
```
! RIJCOSX wB97M-V def2-TZVPD def2/J DEFGRID3
* xyz 0 4
V -1.13 -1.26 0.33
O -2.92 -1.26 -0.98
C -2.89 -0.12 -1.86
C -1.47 0.42 -2.01
C -1.51 1.84 -2.64
C -0.29 2.70 -2.30
C 0.30 2.46 -0.96
C 0.00 1.35 -0.28
N -0.88 0.34 -0.67
H -2.65 -2.07 -1.45
H -3.53 0.63 -1.39
H -3.32 -0.39 -2.83
H -2.49 2.31 -2.50
H -0.51 3.76 -2.46
H 1.01 3.15 -0.53
H 0.46 1.16 0.68
C -3.69 0.44 1.89
P -1.91 0.24 2.25
C -1.96 -0.52 3.92
C -1.35 1.96 2.57
C -2.16 3.04 2.21
C -1.75 4.35 2.40
C -0.51 4.61 2.97
C 0.30 3.55 3.32
C -0.09 2.23 3.12
P 1.06 0.85 3.53
C 1.40 1.19 5.30
C 2.63 1.41 2.77
H -3.84 0.95 0.94
H -4.21 0.98 2.68
H -4.10 -0.57 1.80
H -1.82 0.23 4.69
H -1.19 -1.28 4.02
H -2.93 -1.01 4.07
H -3.13 2.87 1.77
H -2.40 5.16 2.11
H -0.18 5.63 3.13
H 1.27 3.76 3.76
H 1.82 2.19 5.46
H 2.09 0.45 5.68
H 0.47 1.11 5.87
H 2.85 2.46 2.97
H 2.61 1.25 1.69
H 3.44 0.80 3.18
O -1.00 -4.05 -2.65
C -0.30 -3.34 -1.95
O -0.72 -2.80 -0.84
C 1.13 -3.03 -2.39
P 1.77 -1.39 -1.85
C 3.42 -1.38 -2.64
C 4.54 -1.37 -1.81
C 5.82 -1.40 -2.34
C 5.99 -1.43 -3.72
C 4.89 -1.43 -4.56
C 3.61 -1.41 -4.02
C 0.82 -0.22 -2.87
C 1.31 0.97 -3.21
C 0.43 2.12 -3.58
C -1.00 1.65 -4.09
C -1.05 0.21 -4.35
C -0.68 -0.43 -3.06
H 1.18 -3.19 -3.47
H 1.79 -3.78 -1.93
H 4.40 -1.34 -0.73
H 6.68 -1.39 -1.68
H 6.99 -1.44 -4.13
H 5.02 -1.46 -5.63
H 2.75 -1.41 -4.67
H 2.36 1.19 -3.04
H 0.94 2.85 -4.21
H -1.41 2.31 -4.85
H -0.98 -0.28 -5.31
H -0.95 -1.48 -3.02
N 0.50 -1.92 1.53
H 1.31 -2.11 0.94
H 0.15 -2.80 1.92
H 0.80 -1.33 2.31
Cl -3.94 -3.82 4.32
C -3.58 -4.11 2.61
Cl -3.46 -5.84 2.26
C -2.27 -3.39 2.24
O -1.21 -3.77 2.70
O -2.49 -2.38 1.48
H -4.41 -3.72 2.04
*
```

Löwdin atomic charge list, values in e, 8 entries: V 0.83; O -0.10; C -0.12; C -0.36; C -0.12; C -0.19; C -0.05; C -0.19

---

[2]
# C32H39ClEuFN9O4

A structure of composition C32H39ClEuFN9O4 at a distorted geometry (ωB97M-V/def2-TZVPD, the Open Molecules 2025 dataset).

Properties
HOMO (spin up / spin down) (eV): -5.13 / -8.66
Orbital gap (spin up / spin down) (eV): 5.5 / 9.0
Expectation value of S²: 15.759
Energy relative to the best compared isomer or geometry (same formula, charge and spin) (eV): 1.093

Structure (ORCA input):
```
! RIJCOSX wB97M-V def2-TZVPD def2/J DEFGRID3
* xyz 0 8
Eu 0.20 -0.28 -1.06
C -0.78 -3.74 -3.23
C 0.30 -3.76 -2.16
N 1.24 -2.65 -2.31
C 2.43 -2.79 -1.48
C 3.43 -1.72 -1.86
N 2.88 -0.36 -1.76
C 3.31 0.52 -2.85
C 2.43 0.44 -4.10
C 1.28 1.45 -4.16
N 0.09 1.13 -3.36
C -1.10 0.76 -4.13
C -1.26 -0.74 -4.27
N -1.50 -1.34 -2.96
C -1.91 -2.75 -3.00
H -1.23 -4.73 -3.28
H -0.32 -3.57 -4.21
H 0.83 -4.72 -2.19
H -0.13 -3.67 -1.16
H 1.55 -2.64 -3.28
H 2.88 -3.78 -1.60
H 2.12 -2.67 -0.43
H 3.73 -1.89 -2.90
H 4.34 -1.82 -1.26
H 3.17 0.07 -0.89
H 4.35 0.29 -3.13
H 3.30 1.54 -2.47
H 2.04 -0.58 -4.21
H 3.06 0.62 -4.98
H 0.98 1.58 -5.21
H 1.66 2.41 -3.82
H -0.11 1.93 -2.77
H -1.10 1.23 -5.12
H -1.98 1.14 -3.60
H -0.34 -1.17 -4.70
H -2.07 -0.97 -4.97
H -2.26 -0.83 -2.52
H -2.68 -2.91 -3.77
H -2.38 -2.97 -2.03
O 1.99 4.83 3.35
C 1.63 4.10 2.26
O 1.14 4.65 1.32
C 1.72 2.62 2.35
C 2.13 1.78 3.36
Cl 2.90 2.19 4.85
N 1.92 0.50 2.97
N 1.41 0.48 1.72
C 1.28 1.73 1.35
C 0.74 1.94 -0.05
O 1.59 2.07 -0.95
O -0.49 1.74 -0.22
C 2.04 -0.75 3.66
C 1.91 -0.84 5.04
C 2.00 -2.09 5.64
C 2.18 -3.23 4.88
C 2.26 -3.13 3.50
C 2.18 -1.89 2.88
H 2.27 4.25 4.07
H 1.73 0.03 5.64
H 1.91 -2.16 6.72
H 2.24 -4.20 5.36
H 2.36 -4.02 2.89
H 2.17 -1.80 1.80
C -3.89 -1.46 1.38
C -2.83 -1.44 0.48
N -2.53 -0.36 -0.24
C -3.25 0.74 -0.07
C -4.28 0.84 0.83
C -4.63 -0.30 1.55
C -4.95 2.15 1.01
C -4.45 3.16 1.70
C -3.19 3.15 2.49
C -2.65 4.35 2.93
C -1.48 4.29 3.66
N -0.89 3.13 3.97
C -1.49 2.04 3.49
N -2.62 1.98 2.78
H -4.10 -2.35 1.95
H -2.16 -2.29 0.37
H -2.92 1.61 -0.63
H -5.44 -0.26 2.27
H -5.88 2.32 0.48
H -4.99 4.10 1.70
H -3.12 5.30 2.69
H -1.01 5.19 4.03
H -1.02 1.09 3.72
F 0.13 -1.88 0.30
*
```

Löwdin atomic charge list, values in e, 8 entries: Eu 1.56; C -0.18; C -0.24; N -0.12; C -0.24; C -0.21; N -0.12; C -0.23

---

[3]
# C32H39GaN7O4S2

A structure of composition C32H39GaN7O4S2 at a distorted geometry (ωB97M-V/def2-TZVPD, the Open Molecules 2025 dataset).

Properties
HOMO (spin up / spin down) (eV): -3.93 / -7.31
Orbital gap (spin up / spin down) (eV): 3.1 / 6.5
Expectation value of S²: 0.768
Energy relative to the best compared isomer or geometry (same formula, charge and spin) (eV): 1.993

Structure (ORCA input):
```
! RIJCOSX wB97M-V def2-TZVPD def2/J DEFGRID3
* xyz 0 2
Ga -0.35 -0.89 -0.87
C 3.98 -3.02 0.97
C 4.35 -3.18 -0.50
C 3.95 -1.98 -1.39
C 4.27 -2.31 -2.86
C 3.87 -1.20 -3.83
C 4.74 -0.76 -0.96
O 5.95 -0.71 -1.06
N 4.02 0.27 -0.44
C 2.63 0.36 -0.32
O 2.15 1.33 0.20
N 1.88 -0.69 -0.80
C 2.48 -1.75 -1.26
O 1.75 -2.77 -1.68
H 4.20 -3.93 1.51
H 2.91 -2.81 1.08
H 4.54 -2.20 1.43
H 3.87 -4.07 -0.91
H 5.43 -3.30 -0.60
H 3.75 -3.24 -3.12
H 5.34 -2.49 -2.94
H 2.81 -0.95 -3.74
H 4.05 -1.52 -4.86
H 4.45 -0.30 -3.64
H 4.53 1.07 -0.10
C -1.35 -3.23 2.06
N -0.94 -2.13 2.90
C -1.18 -2.29 4.33
C -0.13 -1.52 5.11
C -0.20 -0.07 4.67
N -0.13 0.04 3.22
C 0.29 1.33 2.72
C -0.46 -0.97 2.38
O -0.33 -0.82 1.15
H -0.88 -4.15 2.41
H -1.06 -3.06 1.03
H -2.44 -3.34 2.08
H -1.13 -3.35 4.56
H -2.18 -1.93 4.59
H 0.86 -1.92 4.86
H -0.29 -1.61 6.18
H 0.64 0.49 5.08
H -1.12 0.39 5.04
H 1.29 1.56 3.10
H -0.40 2.10 3.05
H 0.34 1.33 1.64
N -1.28 0.75 -0.93
C -0.93 2.02 -0.99
C 0.29 2.54 -1.61
C 0.90 3.71 -1.15
C 2.06 4.19 -1.74
C 2.63 3.51 -2.82
C 2.04 2.34 -3.28
C 0.88 1.86 -2.69
C -1.88 3.01 -0.41
C -2.22 4.19 -1.07
C -3.21 5.02 -0.57
C -3.88 4.69 0.60
C -3.52 3.54 1.29
C -2.54 2.71 0.79
H 0.48 4.23 -0.30
H 2.52 5.09 -1.36
H 3.53 3.89 -3.28
H 2.49 1.81 -4.11
H 0.42 0.94 -3.06
H -1.71 4.45 -1.99
H -3.49 5.92 -1.11
H -4.68 5.33 0.97
H -4.03 3.29 2.22
H -2.26 1.80 1.32
S -0.36 -4.06 -2.11
C 0.38 -2.70 -1.61
C -5.74 -2.37 -1.27
N -5.13 -1.09 -0.99
C -5.76 0.13 -0.78
C -4.79 1.06 -0.62
N -3.58 0.41 -0.73
C -3.79 -0.89 -0.95
S -2.64 -2.10 -1.19
H -6.82 -2.26 -1.24
H -5.41 -3.10 -0.54
H -5.42 -2.72 -2.25
H -6.83 0.22 -0.76
H -4.87 2.12 -0.43
H -2.57 0.74 -0.74
*
```

Löwdin atomic charge list, values in e, 8 entries: Ga 0.39; C -0.06; C -0.15; C -0.29; C -0.15; C -0.06; C -0.42; O 0.12

---

[4]
# C32H39MnN4OSe2Si

A structure of composition C32H39MnN4OSe2Si at a distorted geometry (ωB97M-V/def2-TZVPD, the Open Molecules 2025 dataset).

Properties
HOMO (spin up / spin down) (eV): -2.98 / -3.45
Orbital gap (spin up / spin down) (eV): 5.5 / 6.0
Expectation value of S²: 8.853
Energy relative to the best compared isomer or geometry (same formula, charge and spin) (eV): 0.498

Structure (ORCA input):
```
! RIJCOSX wB97M-V def2-TZVPD def2/J DEFGRID3
* xyz -1 6
Mn 0.02 0.38 -0.73
C 0.89 3.70 -3.72
Si 0.84 2.65 -2.12
C 0.45 3.97 -0.82
C 2.66 2.15 -1.89
N -0.38 1.46 -2.17
C -0.92 0.62 -3.10
C -0.92 0.91 -4.48
C -1.53 0.09 -5.42
C -2.17 -1.06 -5.02
C -2.19 -1.39 -3.67
C -1.58 -0.58 -2.73
O -1.52 -0.96 -1.37
C -2.43 -1.89 -0.89
C -3.80 -1.74 -1.06
C -4.66 -2.69 -0.55
C -4.17 -3.80 0.13
C -2.80 -3.92 0.33
C -1.93 -2.96 -0.17
H 1.49 4.59 -3.53
H -0.11 4.03 -4.01
H 1.33 3.17 -4.56
H 1.20 4.76 -0.91
H 0.46 3.60 0.21
H -0.53 4.41 -1.00
H 3.25 3.03 -1.61
H 3.07 1.75 -2.82
H 2.81 1.39 -1.13
H -0.41 1.81 -4.80
H -1.48 0.36 -6.47
H -2.64 -1.72 -5.74
H -2.65 -2.32 -3.36
H -4.19 -0.88 -1.60
H -5.73 -2.57 -0.69
H -4.84 -4.55 0.51
H -2.41 -4.76 0.89
H -0.87 -3.01 0.00
C 2.53 1.36 1.68
N 1.17 0.98 1.27
C 0.19 1.83 1.88
C -1.11 1.90 1.41
C -2.22 2.64 1.87
C -3.24 2.43 0.93
C -2.72 1.60 -0.05
N -1.44 1.26 0.23
C 2.94 1.15 3.13
C 2.14 0.50 4.05
C 2.57 0.33 5.36
C 3.82 0.80 5.76
C 4.62 1.45 4.83
C 4.18 1.63 3.53
H 2.63 2.42 1.45
H 3.24 0.84 1.02
H 0.53 2.42 2.72
H -2.27 3.21 2.78
H -4.24 2.83 0.96
H -3.21 1.24 -0.95
H 1.16 0.10 3.77
H 1.93 -0.19 6.06
H 4.15 0.67 6.78
H 5.60 1.82 5.12
H 4.82 2.14 2.82
C -1.44 -2.98 3.33
Se -1.10 -1.06 3.09
C 1.51 -2.62 1.44
C 1.71 -3.51 0.48
Se 1.71 -0.96 -2.03
C 0.87 -2.55 -2.82
H -1.04 -3.31 4.29
H -0.96 -3.54 2.52
H -2.51 -3.16 3.30
H 1.13 -2.91 2.42
H 2.41 -0.92 2.07
H 1.48 -4.55 0.64
H 2.10 -3.21 -0.48
H 1.64 -3.30 -2.95
H 0.45 -2.28 -3.79
H 0.08 -2.93 -2.18
N 1.77 -1.23 1.35
C 0.85 -0.34 0.97
*
```

Löwdin atomic charge list, values in e, 8 entries: Mn 0.66; C -0.19; Si 0.39; C -0.16; C -0.22; N -0.19; C -0.32; C -0.02

---

[5]
# C32H39N7SSeTc

A structure of composition C32H39N7SSeTc (ωB97M-V/def2-TZVPD, the Open Molecules 2025 dataset).

Properties
HOMO (spin up / spin down) (eV): -18.12 / -18.12
Orbital gap (spin up / spin down) (eV): 6.0 / 4.3
Expectation value of S²: 3.790
Energy relative to the best compared isomer or geometry (same formula, charge and spin) (eV): 0.000

Structure (ORCA input):
```
! RIJCOSX wB97M-V def2-TZVPD def2/J DEFGRID3
* xyz 4 4
Tc -0.46 -1.77 -0.16
N 1.23 -3.28 2.23
C 1.95 -3.12 1.07
C 3.24 -3.67 1.02
C 3.98 -3.55 -0.12
C 3.45 -2.86 -1.23
C 2.20 -2.34 -1.12
N 1.44 -2.46 0.01
C 0.01 -2.81 2.65
C -0.39 -3.09 3.96
C -1.62 -2.67 4.40
C -2.45 -1.95 3.54
C -2.01 -1.69 2.28
N -0.79 -2.12 1.81
H 1.72 -3.81 2.94
H 3.63 -4.20 1.88
H 4.97 -3.98 -0.18
H 4.01 -2.75 -2.15
H 1.73 -1.81 -1.94
H 0.27 -3.65 4.61
H -1.93 -2.90 5.41
H -3.43 -1.61 3.85
H -2.61 -1.14 1.57
C -2.93 3.06 0.95
C -1.62 3.66 1.44
C -1.19 3.12 2.81
C -0.66 1.69 2.76
N 0.64 1.62 2.07
C 0.88 1.27 0.80
Se -0.43 0.59 -0.42
N 2.15 1.52 0.48
C 2.75 1.43 -0.86
C 2.39 2.63 -1.73
C 2.99 3.96 -1.26
C 4.49 4.06 -1.52
C 2.78 2.04 1.61
C 4.10 2.46 1.82
C 4.39 2.94 3.08
C 3.41 3.01 4.10
C 2.11 2.59 3.89
C 1.82 2.10 2.61
H -3.18 3.42 -0.05
H -3.75 3.34 1.61
H -2.90 1.96 0.91
H -1.72 4.74 1.51
H -0.82 3.50 0.70
H -2.04 3.13 3.49
H -0.43 3.77 3.25
H -1.35 1.03 2.24
H -0.50 1.29 3.77
H 2.41 0.50 -1.31
H 3.83 1.35 -0.72
H 1.29 2.71 -1.79
H 2.74 2.41 -2.74
H 2.76 4.12 -0.20
H 2.48 4.76 -1.79
H 5.05 3.24 -1.06
H 4.89 4.99 -1.12
H 4.70 4.04 -2.59
H 4.85 2.43 1.05
H 5.39 3.28 3.30
H 3.69 3.40 5.06
H 1.37 2.66 4.67
N -1.76 -0.15 -3.50
C -2.37 -1.29 -3.30
S -1.97 -2.35 -2.00
N -3.30 -1.62 -4.25
C -4.25 -2.62 -4.39
C -4.85 -2.68 -5.69
C -5.80 -3.61 -5.97
C -6.20 -4.51 -4.95
C -5.62 -4.43 -3.66
C -4.67 -3.51 -3.37
H -0.99 0.14 -2.90
H -2.00 0.49 -4.26
H -3.26 -1.03 -5.07
H -4.53 -1.98 -6.46
H -6.25 -3.67 -6.95
H -6.96 -5.25 -5.16
H -5.97 -5.12 -2.89
H -4.26 -3.45 -2.37
*
```

Löwdin atomic charge list, values in e, 8 entries: Tc 0.90; N 0.16; C -0.25; C 0.04; C 0.03; C 0.00; C -0.12; N -0.07

---

no.,energy (eV)
1,-125635.6350
2,-89989.8515
3,-126485.5233
4,-211714.7595
5,-122591.4553